Entry 1:
{
  "formula": "C5H11O2S",
  "method": "the ωB97M-V functional and the def2-TZVPD basis",
  "symbols": ["S", "O", "O", "C", "C", "C", "C", "C", "H", "H", "H", "H", "H", "H", "H", "H", "H", "H", "H"],
  "coordinates": [[1.7542, 0.1695, 0.2854], [-1.5181, -1.4700, -0.0982], [-1.4900, -0.1214, -1.8905], [0.8026, 1.4448, 1.1564], [3.3065, 0.3387, 1.2258], [-2.4816, -2.2840, -2.1120], [-1.7502, -1.1961, -1.3025], [-0.6442, 1.4933, 0.6678], [-3.0906, -2.8844, -1.4378], [3.7642, 1.3132, 1.0559], [-1.1504, 2.2827, 1.2342], [-3.0938, -1.8251, -2.8897], [-1.7733, -2.9511, -2.6101], [3.0878, 0.1935, 2.2831], [-1.1655, 0.5417, 0.7789], [1.3274, 2.3756, 0.9185], [3.9734, -0.4520, 0.8885], [-0.6845, 1.7229, -0.3941], [0.8262, 1.3081, 2.2405]],
  "charge": -1,
  "gap_ev": 7.217
}

=====

Entry 2:
{
  "formula": "C5H11O3",
  "method": "the ωB97M-V functional and the def2-TZVPD basis",
  "symbols": ["O", "O", "O", "C", "C", "C", "C", "C", "H", "H", "H", "H", "H", "H", "H", "H", "H", "H", "H"],
  "coordinates": [[-0.8500, -1.8223, -0.9812], [2.4589, 1.0614, -1.2106], [-1.2379, 1.8480, -1.0823], [0.1149, -1.4093, 1.1992], [-0.5728, 1.4929, -0.0793], [-0.0299, -0.0128, 1.7338], [-1.0249, 0.7423, 0.9139], [0.4226, -1.5825, -0.2283], [-0.4223, -0.0529, 2.8188], [0.8488, -1.9006, 1.8498], [-2.0267, 0.3708, 1.2756], [0.4266, 1.8976, -0.1854], [0.7597, -0.5953, -0.5998], [-1.6160, -1.1501, -0.7275], [1.4777, 0.9847, -1.1163], [-0.7850, -1.9138, 1.3981], [1.0153, 0.4948, 1.8105], [2.8451, 0.2566, -1.1454], [1.0496, -2.4732, -0.4217]],
  "charge": -1,
  "gap_ev": 6.255
}

=====

Question: Number 2 is which compound?
Answer: C5H11O3